Entry 1:
Formula: C40H58B2BrF7NO22
Source: OMol25
Level of theory: the ωB97M-V functional and the def2-TZVPD basis

## Properties
E_LUMO = 1.68 eV
Net charge = -1
Molecular weight = 1139.40 g mol⁻¹
HOMO level = -5.27 eV
Kohn-Sham gap = 7.0 eV
DFT total energy = -6591.9902 Eh
2S+1 = 1

Last column: Löwdin charge in e.
Positions of all 131 atoms, in Å:
O (-3.82, 3.35, 0.80)  0.01
N (-3.11, 2.85, -0.03)  -0.07
O (-3.79, 1.89, -0.72)  -0.12
C (-2.77, 0.91, -1.09)  -0.18
B (-3.33, -0.34, -2.03)  -0.82
Br (-1.61, -1.22, -2.74)  0.74
B (-3.99, -1.48, -1.01)  -0.54
O (-4.47, -1.14, 0.33)  0.05
O (-4.08, -2.86, -1.43)  0.03
C (-4.17, 0.10, -3.35)  -0.29
F (-3.79, -0.75, -4.44)  -0.04
F (-3.71, 1.42, -3.75)  0.01
C (-5.75, 0.11, -3.33)  -0.19
F (-6.35, -1.17, -3.30)  0.10
F (-6.13, 0.61, -4.63)  0.03
C (-6.46, 1.13, -2.32)  -0.33
F (-6.05, 2.47, -2.50)  0.10
F (-7.83, 1.14, -2.72)  0.06
F (-6.47, 0.73, -1.00)  0.14
H (-2.38, 0.44, -0.12)  0.09
H (-1.87, 1.36, -1.63)  0.10
H (-3.72, -1.22, 0.95)  0.09
H (-3.26, -3.36, -1.26)  0.08
O (-0.71, -0.94, 0.17)  0.07
C (-0.02, -0.47, 1.04)  -0.46
O (0.26, -1.10, 2.21)  0.03
C (1.01, -0.22, 3.05)  -0.17
C (1.63, 0.79, 2.12)  -0.16
C (0.60, 0.90, 1.01)  -0.07
H (0.32, 0.25, 3.77)  0.12
H (1.76, -0.78, 3.60)  0.11
H (1.86, 1.75, 2.60)  0.12
H (2.57, 0.40, 1.71)  0.12
H (-0.16, 1.64, 1.24)  0.14
H (1.06, 1.10, 0.05)  0.11
O (3.69, -2.54, 4.05)  0.11
C (3.45, -2.82, 5.20)  -0.48
O (4.14, -2.33, 6.26)  0.02
C (3.66, -2.95, 7.47)  -0.17
C (2.27, -3.45, 7.13)  -0.17
C (2.39, -3.79, 5.66)  -0.08
H (4.34, -3.77, 7.73)  0.13
H (3.65, -2.23, 8.28)  0.12
H (1.96, -4.29, 7.75)  0.11
H (1.55, -2.64, 7.26)  0.12
H (2.74, -4.81, 5.51)  0.14
H (1.45, -3.62, 5.14)  0.12
O (-5.56, 4.17, -9.88)  0.10
C (-5.80, 3.88, -8.74)  -0.49
O (-5.12, 4.37, -7.67)  0.01
C (-5.60, 3.73, -6.47)  -0.15
C (-6.98, 3.22, -6.82)  -0.16
C (-6.86, 2.90, -8.29)  -0.08
H (-4.91, 2.92, -6.22)  0.12
H (-5.61, 4.45, -5.66)  0.13
H (-7.29, 2.37, -6.20)  0.11
H (-7.71, 4.02, -6.68)  0.12
H (-6.49, 1.88, -8.45)  0.14
H (-7.79, 3.06, -8.82)  0.13
O (0.10, -5.59, 6.96)  0.09
C (-0.87, -4.88, 6.93)  -0.47
O (-0.91, -3.66, 6.34)  0.02
C (-2.18, -3.05, 6.59)  -0.15
C (-3.12, -4.19, 6.90)  -0.15
C (-2.20, -5.19, 7.57)  -0.08
H (-2.08, -2.35, 7.42)  0.13
H (-2.50, -2.49, 5.70)  0.13
H (-3.97, -3.90, 7.51)  0.12
H (-3.50, -4.62, 5.97)  0.12
H (-2.12, -5.01, 8.65)  0.14
H (-2.50, -6.21, 7.37)  0.11
O (5.80, -2.18, 11.44)  0.12
C (6.46, -1.98, 10.45)  -0.48
O (5.94, -1.68, 9.23)  0.01
C (6.99, -1.61, 8.27)  -0.16
C (8.25, -1.35, 9.07)  -0.16
C (7.96, -2.06, 10.37)  -0.08
H (7.04, -2.57, 7.73)  0.13
H (6.79, -0.81, 7.55)  0.13
H (9.16, -1.69, 8.57)  0.12
H (8.35, -0.27, 9.25)  0.12
H (8.26, -3.11, 10.33)  0.13
H (8.43, -1.56, 11.22)  0.13
O (0.61, 2.08, -2.66)  0.13
C (1.29, 3.00, -2.29)  -0.47
O (2.13, 2.94, -1.22)  0.00
C (2.70, 4.24, -0.99)  -0.16
C (2.59, 4.96, -2.32)  -0.16
C (1.31, 4.38, -2.90)  -0.07
H (2.14, 4.73, -0.20)  0.13
H (3.74, 4.13, -0.68)  0.12
H (2.57, 6.04, -2.21)  0.12
H (3.43, 4.70, -2.96)  0.10
H (0.43, 4.92, -2.57)  0.14
H (1.35, 4.32, -3.98)  0.13
O (5.58, 6.96, -3.73)  0.11
C (5.63, 6.29, -4.73)  -0.48
O (4.65, 5.45, -5.14)  0.02
C (5.08, 4.74, -6.31)  -0.15
C (6.17, 5.59, -6.91)  -0.17
C (6.79, 6.23, -5.69)  -0.08
H (5.44, 3.75, -6.00)  0.13
H (4.23, 4.61, -6.99)  0.13
H (6.87, 5.02, -7.52)  0.12
H (5.72, 6.36, -7.55)  0.12
H (7.58, 5.61, -5.26)  0.13
H (7.17, 7.23, -5.91)  0.13
O (-2.63, -7.44, 5.31)  0.10
C (-1.96, -7.24, 4.32)  -0.47
O (-2.49, -6.94, 3.11)  0.04
C (-1.43, -6.87, 2.14)  -0.15
C (-0.18, -6.60, 2.93)  -0.15
C (-0.46, -7.32, 4.24)  -0.08
H (-1.39, -7.82, 1.60)  0.13
H (-1.64, -6.07, 1.42)  0.13
H (0.73, -6.94, 2.44)  0.12
H (-0.08, -5.53, 3.12)  0.12
H (-0.17, -8.37, 4.20)  0.14
H (0.00, -6.82, 5.08)  0.10
O (1.04, 2.62, -8.52)  0.10
C (-0.15, 2.49, -8.67)  -0.48
O (-1.07, 2.75, -7.71)  0.04
C (-2.37, 2.39, -8.19)  -0.15
C (-2.26, 2.41, -9.70)  -0.16
C (-0.82, 1.99, -9.92)  -0.09
H (-2.63, 1.40, -7.81)  0.14
H (-3.11, 3.11, -7.83)  0.11
H (-2.99, 1.76, -10.19)  0.12
H (-2.41, 3.43, -10.07)  0.12
H (-0.72, 0.90, -9.97)  0.13
H (-0.40, 2.45, -10.81)  0.12

***

Entry 2:
Formula: C40H58BrCaN3O2S3
Source: OMol25
Level of theory: the ωB97M-V functional and the def2-TZVPD basis

## Properties
E_LUMO = 3.87 eV
Net charge = -2
ΔE to the lowest compared entry with this formula, charge and spin = 0.0 kJ/mol
Molecular weight = 829.11 g mol⁻¹
HOMO level = -0.88 eV
Kohn-Sham gap = 4.8 eV
DFT total energy = -6320.2054 Eh
2S+1 = 1

Last column: Löwdin charge in e.
Positions of all 108 atoms, in Å:
Ca (2.63, 0.19, 0.81)  1.12
C (5.79, -1.32, -0.23)  -0.13
N (4.71, -1.73, 0.67)  -0.28
C (5.27, -2.06, 1.98)  -0.12
C (4.03, -2.87, 0.06)  -0.23
C (2.77, -3.28, 0.79)  -0.20
N (1.69, -2.29, 0.70)  -0.19
C (0.78, -2.56, 1.82)  -0.15
C (-0.53, -1.84, 1.84)  -0.15
C (-1.72, -2.54, 1.79)  -0.02
C (-2.95, -1.92, 1.95)  -0.20
C (-2.91, -0.57, 2.28)  -0.02
C (-1.74, 0.19, 2.38)  -0.08
C (-0.51, -0.42, 2.01)  -0.32
O (0.61, 0.20, 1.86)  -0.23
C (-1.89, 1.63, 2.90)  -0.53
C (-2.60, 2.49, 1.86)  -0.05
C (-2.75, 1.62, 4.18)  -0.07
C (-0.56, 2.29, 3.29)  -0.05
C (-4.25, -2.73, 1.90)  -0.56
C (-5.49, -1.84, 1.92)  -0.07
C (-4.30, -3.58, 0.63)  -0.05
C (-4.31, -3.67, 3.12)  -0.06
C (1.00, -2.40, -0.60)  -0.12
C (0.50, -1.15, -1.27)  -0.13
C (-0.86, -0.95, -1.48)  0.01
C (-1.32, 0.06, -2.32)  -0.19
C (-0.36, 0.80, -3.01)  -0.02
C (1.01, 0.66, -2.82)  -0.10
C (1.46, -0.27, -1.83)  -0.37
O (2.69, -0.34, -1.43)  -0.23
C (2.03, 1.41, -3.68)  -0.53
C (2.89, 2.38, -2.86)  -0.04
C (2.95, 0.38, -4.36)  -0.05
C (1.36, 2.23, -4.79)  -0.08
C (-2.81, 0.33, -2.57)  -0.55
C (-3.15, 0.09, -4.05)  -0.06
C (-3.14, 1.79, -2.21)  -0.05
C (-3.70, -0.57, -1.72)  -0.07
H (6.45, -2.18, -0.45)  0.08
H (6.38, -0.53, 0.23)  0.03
H (5.37, -0.94, -1.16)  0.07
H (5.91, -2.97, 1.92)  0.09
H (4.48, -2.24, 2.71)  0.07
H (5.86, -1.23, 2.34)  0.03
H (4.71, -3.74, 0.01)  0.12
H (3.78, -2.58, -0.97)  0.10
H (3.00, -3.44, 1.85)  0.10
H (2.43, -4.26, 0.40)  0.12
H (1.33, -2.32, 2.74)  0.13
H (0.56, -3.65, 1.85)  0.12
H (-1.66, -3.62, 1.63)  0.11
H (-3.85, -0.06, 2.48)  0.09
H (-3.59, 2.09, 1.62)  0.08
H (-2.02, 2.54, 0.94)  0.05
H (-2.73, 3.52, 2.23)  0.08
H (-3.77, 1.26, 4.00)  0.06
H (-2.82, 2.63, 4.59)  0.07
H (-2.30, 0.97, 4.94)  0.09
H (0.09, 2.46, 2.44)  0.06
H (0.00, 1.68, 3.99)  0.10
H (-0.78, 3.26, 3.76)  0.08
H (-5.47, -1.12, 1.09)  0.08
H (-5.58, -1.28, 2.85)  0.08
H (-6.39, -2.46, 1.81)  0.08
H (-4.28, -2.94, -0.26)  0.06
H (-5.21, -4.18, 0.60)  0.08
H (-3.45, -4.26, 0.56)  0.07
H (-4.29, -3.09, 4.04)  0.08
H (-3.46, -4.35, 3.13)  0.08
H (-5.23, -4.27, 3.10)  0.07
H (0.17, -3.12, -0.51)  0.12
H (1.73, -2.84, -1.29)  0.12
H (-1.55, -1.61, -0.97)  0.10
H (-0.70, 1.53, -3.74)  0.09
H (3.39, 1.87, -2.03)  0.04
H (2.29, 3.19, -2.46)  0.07
H (3.66, 2.82, -3.50)  0.08
H (3.49, -0.20, -3.61)  0.07
H (3.67, 0.89, -5.00)  0.08
H (2.36, -0.30, -4.98)  0.08
H (0.72, 3.01, -4.38)  0.08
H (0.75, 1.60, -5.44)  0.08
H (2.13, 2.71, -5.39)  0.08
H (-2.57, 0.75, -4.70)  0.07
H (-4.21, 0.28, -4.23)  0.07
H (-2.93, -0.94, -4.33)  0.08
H (-2.54, 2.48, -2.80)  0.07
H (-2.94, 1.97, -1.15)  0.07
H (-4.19, 2.00, -2.40)  0.08
H (-3.56, -1.62, -1.98)  0.08
H (-4.75, -0.32, -1.89)  0.08
H (-3.48, -0.47, -0.65)  0.08
S (7.06, 1.35, 2.56)  0.26
C (5.47, 1.49, 1.99)  -1.88
S (4.11, 1.14, 3.02)  0.25
S (5.14, 1.91, 0.35)  0.34
Br (2.69, 6.53, 0.51)  0.70
C (1.75, 4.92, 0.18)  -0.67
C (0.51, 4.96, -0.45)  -0.12
C (-0.15, 3.76, -0.66)  -0.06
C (0.46, 2.59, -0.23)  -0.15
N (1.66, 2.56, 0.33)  0.03
C (2.31, 3.71, 0.55)  -0.20
H (0.09, 5.90, -0.76)  0.10
H (-1.12, 3.73, -1.14)  0.09
H (-0.04, 1.63, -0.34)  0.11
H (3.29, 3.62, 1.00)  0.04